1.
Below is a structure of composition C35H42CoIN5O, with properties calculated with ωB97M-V/def2-TZVPD.

Values from the calculation:
- Gap between HOMO and LUMO (spin up / spin down): 6.404 / 3.179 eV
- ⟨S²⟩: 6.035
- HOMO energy (spin up / spin down): -9.52 / -9.51 eV
- Total energy: -3388.17024 Ha
- Charge: +1
- 2S+1: 5
- E_LUMO (spin up / spin down): -3.12 / -6.33 eV

Geometry as XYZ:
```
85
Properties=species:S:1:pos:R:3:forces:R:3
Co 0.481 0.439 0.087 -0.6 0.2 -0.8
I 0.246 -0.062 2.919 1.0 0.1 0.3
C 2.337 0.338 3.008 -1.5 -0.3 -0.9
C 2.915 0.320 4.252 0.8 0.2 0.7
C 4.292 0.510 4.380 -1.0 -0.2 0.5
C 5.053 0.690 3.257 0.4 0.1 -1.0
C 4.472 0.708 1.976 -0.3 -0.1 0.6
C 5.285 0.861 0.834 0.3 0.0 0.6
C 4.734 0.822 -0.417 -0.9 -0.1 -1.0
C 3.352 0.664 -0.571 1.8 0.1 -0.6
C 2.488 0.555 0.509 -1.4 -0.3 1.0
C 3.059 0.540 1.814 0.7 0.1 0.1
H 2.307 0.174 5.130 0.0 -0.1 0.1
H 4.739 0.501 5.361 0.1 0.0 0.1
H 6.123 0.818 3.334 0.1 0.0 0.0
H 6.350 0.991 0.965 0.1 0.0 0.0
H 5.352 0.912 -1.298 0.1 0.0 0.0
H 2.984 0.638 -1.584 -0.1 -0.1 0.1
C -3.057 -2.903 3.074 0.0 0.2 -0.1
C -3.122 -2.347 1.647 -0.2 0.0 0.1
C -4.573 -2.337 1.150 0.2 0.2 0.1
C -2.202 -3.147 0.744 0.5 0.2 -0.3
C -2.486 -4.496 0.601 0.1 -0.2 -0.2
C -1.629 -5.349 -0.066 0.0 0.0 0.1
C -0.411 -4.861 -0.501 -0.1 0.0 0.0
C -0.073 -3.519 -0.402 -0.2 0.1 -0.1
C 1.339 -3.174 -0.838 0.0 0.2 0.0
C 1.428 -2.083 -1.896 0.0 -0.1 0.3
C 2.185 -2.847 0.394 0.0 -0.1 -0.2
C -1.033 -2.613 0.124 -0.2 -1.1 0.1
N -0.899 -1.222 0.018 0.2 1.1 -0.1
C -2.013 -0.553 -0.212 0.1 -0.1 0.1
C -2.159 0.828 -0.091 -0.6 0.2 -0.2
C -3.348 1.585 -0.252 0.3 -0.4 -0.1
C -3.032 2.869 0.100 0.5 0.2 0.2
C -1.652 2.882 0.468 -0.7 0.0 -0.2
N -1.140 1.662 0.331 0.3 -0.3 0.4
C -0.895 4.079 0.968 0.3 0.1 -0.1
C -1.861 5.194 1.390 0.1 -0.2 0.0
C 0.019 4.595 -0.154 -0.1 -0.1 0.3
C -0.033 3.665 2.166 -0.1 0.1 -0.2
H -3.702 -2.313 3.723 -0.1 0.0 0.1
H -2.039 -2.845 3.455 0.1 -0.1 0.1
H -3.384 -3.939 3.118 0.0 -0.1 0.0
H -2.778 -1.311 1.711 -0.1 -0.1 0.0
H -5.008 -3.332 1.176 0.0 -0.1 0.0
H -4.653 -1.974 0.125 0.0 0.0 -0.1
H -5.175 -1.689 1.783 -0.1 0.0 0.0
H -3.402 -4.889 1.013 -0.1 0.0 0.1
H -1.883 -6.388 -0.212 0.0 -0.1 0.1
H 0.296 -5.545 -0.951 0.1 0.0 0.0
H 1.758 -4.077 -1.294 -0.1 0.0 0.1
H 1.165 -1.121 -1.455 0.1 -0.1 -0.3
H 0.749 -2.294 -2.721 0.0 0.1 0.0
H 2.444 -2.021 -2.281 0.1 0.1 -0.1
H 1.769 -1.997 0.933 0.0 0.1 0.1
H 3.210 -2.615 0.109 0.1 0.1 0.0
H 2.198 -3.701 1.068 0.0 0.0 0.1
H -2.903 -1.104 -0.515 0.0 0.0 0.0
H -4.303 1.205 -0.562 -0.2 -0.1 0.0
H -3.687 3.717 0.119 -0.1 0.1 0.0
H -2.365 5.626 0.528 -0.1 0.0 -0.1
H -1.306 5.992 1.877 0.1 0.1 0.0
H -2.613 4.829 2.088 0.0 0.0 0.1
H -0.569 4.930 -1.007 0.0 0.0 -0.1
H 0.696 3.812 -0.481 0.0 0.0 0.0
H 0.604 5.436 0.212 0.1 0.2 0.0
H -0.644 3.180 2.926 0.0 0.0 0.1
H 0.439 4.541 2.607 0.1 0.1 0.0
H 0.746 2.978 1.838 0.1 -0.1 0.1
C -0.421 0.321 -5.768 0.0 -0.2 -0.1
N -0.149 0.855 -4.456 -0.2 0.1 -0.1
C 0.911 1.796 -4.192 0.2 0.2 0.1
C 0.933 1.799 -2.663 -0.4 -0.2 -0.4
O 1.609 2.497 -1.948 0.4 0.2 0.0
N 0.064 0.835 -2.220 0.3 -0.2 0.7
C -0.530 0.309 -3.291 0.0 0.0 -0.1
N -1.414 -0.689 -3.231 0.1 0.1 0.0
H -0.138 1.061 -6.513 -0.1 0.0 0.0
H -1.484 0.105 -5.889 0.0 0.1 -0.1
H 0.148 -0.597 -5.943 0.0 0.0 -0.1
H 0.719 2.785 -4.611 0.0 0.0 0.1
H 1.870 1.429 -4.573 0.0 0.1 0.0
H -1.729 -0.980 -2.321 0.1 0.0 0.0
H -1.968 -0.934 -4.032 0.0 0.0 0.0
```
Positions in Å, forces in eV/Å.

From a Löwdin analysis of the wavefunction, the atomic charges in e read: atom 1 (Co): 0.593, atom 2 (I): 1.207, atom 3 (C): -0.522, atom 4 (C): -0.110, atom 5 (C): -0.022, atom 6 (C): 0.022, atom 7 (C): -0.153, atom 8 (C): 0.035, atom 9 (C): -0.013, atom 10 (C): -0.064, atom 11 (C): -0.106, atom 12 (C): -0.235, atom 13 (H): 0.101, atom 14 (H): 0.123, atom 15 (H): 0.128, atom 16 (H): 0.131, atom 17 (H): 0.120, atom 18 (H): 0.087, atom 19 (C): -0.053, atom 20 (C): -0.390, atom 21 (C): -0.052, atom 22 (C): -0.139, atom 23 (C): -0.040, atom 24 (C): -0.062, atom 25 (C): -0.040, atom 26 (C): -0.133, atom 27 (C): -0.361, atom 28 (C): -0.066, atom 29 (C): -0.046, atom 30 (C): -0.160, atom 31 (N): -0.015, atom 32 (C): -0.184, atom 33 (C): -0.332, atom 34 (C): -0.013, atom 35 (C): -0.017, atom 36 (C): -0.239, atom 37 (N): 0.018, atom 38 (C): -0.539, atom 39 (C): -0.053, atom 40 (C): -0.030, atom 41 (C): -0.061, atom 42 (H): 0.083, atom 43 (H): 0.070, atom 44 (H): 0.080, atom 45 (H): 0.105, atom 46 (H): 0.079, atom 47 (H): 0.070, atom 48 (H): 0.085, atom 49 (H): 0.112, atom 50 (H): 0.108, atom 51 (H): 0.113, atom 52 (H): 0.129, atom 53 (H): 0.008, atom 54 (H): 0.081, atom 55 (H): 0.087, atom 56 (H): 0.027, atom 57 (H): 0.083, atom 58 (H): 0.091, atom 59 (H): 0.124, atom 60 (H): 0.107, atom 61 (H): 0.100, atom 62 (H): 0.084, atom 63 (H): 0.086, atom 64 (H): 0.090, atom 65 (H): 0.092, atom 66 (H): 0.048, atom 67 (H): 0.090, atom 68 (H): 0.072, atom 69 (H): 0.087, atom 70 (H): 0.047, atom 71 (C): -0.015, atom 72 (N): -0.091, atom 73 (C): -0.018, atom 74 (C): -0.463, atom 75 (O): 0.048, atom 76 (N): 0.145, atom 77 (C): -0.384, atom 78 (N): 0.247, atom 79 (H): 0.100, atom 80 (H): 0.091, atom 81 (H): 0.102, atom 82 (H): 0.145, atom 83 (H): 0.145, atom 84 (H): 0.082, atom 85 (H): 0.116

***

2.
Below is a structure of composition C35H42N2O6P2PtS3, with properties calculated with ωB97M-V/def2-TZVPD.

Values from the calculation:
- Gap between HOMO and LUMO (spin up / spin down): 6.056 / 3.903 eV
- ⟨S²⟩: 6.033
- HOMO energy (spin up / spin down): -12.41 / -13.86 eV
- Total energy: -3915.66526 Ha
- Charge: +2
- 2S+1: 5
- E_LUMO (spin up / spin down): -6.35 / -9.96 eV

Geometry as XYZ:
```
91
Properties=species:S:1:pos:R:3:forces:R:3
Pt 0.254 1.181 0.479 0.0 -0.4 2.7
O 2.813 3.159 4.311 0.8 -1.9 0.3
C 2.871 1.905 4.901 1.2 1.0 0.1
O 3.896 1.246 4.998 -1.9 1.0 -0.5
C 1.512 1.511 5.434 -0.3 -0.9 0.6
O 0.746 1.090 4.297 -0.8 0.3 0.4
C -0.591 1.662 4.136 1.9 -1.0 0.8
C -0.690 2.568 2.942 -0.1 1.2 -0.6
O -1.629 3.335 2.869 0.7 -0.7 -0.4
O 0.315 2.450 2.050 -0.9 0.0 0.8
H 3.703 3.258 3.923 -0.3 0.4 0.1
H 1.703 0.646 6.125 -0.4 0.6 -0.6
H 1.012 2.313 6.027 0.5 -0.4 -0.6
H -1.229 0.801 3.984 -0.5 -0.1 -0.2
H -0.901 2.153 5.062 -0.1 0.2 -0.3
C 2.097 -1.712 -0.864 0.7 -0.2 -0.4
P 1.534 0.020 -0.881 1.7 0.4 -1.6
C 0.674 0.161 -2.520 1.0 0.5 0.5
N 1.169 -0.573 -3.497 -3.4 -0.3 -0.5
C 0.137 -0.902 -4.429 1.3 0.2 0.6
C 0.412 -2.011 -5.291 -1.2 1.1 0.6
C -0.614 -2.557 -6.005 -0.6 0.9 -0.4
C -1.854 -1.856 -6.093 -0.8 0.0 0.3
C -2.115 -0.771 -5.281 -0.2 -0.5 -0.8
C -1.176 -0.299 -4.372 1.7 -0.4 0.5
N -1.509 0.636 -3.424 1.0 -0.1 -0.6
C -0.576 0.890 -2.528 -0.6 -1.4 -0.7
P -1.141 1.864 -1.112 -1.1 1.0 -1.0
C -2.818 1.247 -0.747 0.0 -0.4 0.1
C -1.369 3.670 -1.633 -0.3 0.4 -0.8
C -0.478 4.072 -2.832 1.5 -0.7 0.4
C -1.054 4.565 -0.412 -0.5 -0.5 0.3
C -2.838 3.817 -2.146 -0.1 0.4 0.6
C 3.171 0.911 -0.850 -0.1 -0.2 -0.6
C 3.912 0.626 0.453 1.0 -0.4 0.5
C 4.052 0.419 -1.994 1.3 -0.5 -0.6
C 2.994 2.453 -0.966 0.3 -0.6 0.4
H 2.797 -1.893 -1.728 -0.9 0.2 0.8
H 1.334 -2.484 -0.829 -0.2 0.2 -0.3
H 2.654 -1.820 0.060 0.3 0.0 0.0
H 1.392 -2.410 -5.287 0.8 -0.4 0.1
H -0.474 -3.466 -6.551 0.1 -0.3 -0.4
H -2.697 -2.168 -6.752 1.0 0.0 0.5
H -3.057 -0.264 -5.321 -0.5 0.1 0.0
H -3.454 1.331 -1.645 0.3 -0.3 0.5
H -3.219 1.874 0.048 -0.1 0.2 0.0
H -2.773 0.228 -0.309 0.0 0.5 -0.7
H 0.576 3.714 -2.619 -0.9 0.4 -0.5
H -0.385 5.178 -2.943 -0.4 -0.8 0.1
H -0.823 3.614 -3.780 0.2 0.3 0.5
H 0.001 4.552 -0.112 0.0 0.0 -0.5
H -1.555 4.156 0.497 -0.1 0.8 -0.5
H -1.344 5.605 -0.668 0.0 -0.6 0.5
H -3.079 3.101 -2.952 0.2 0.3 0.3
H -2.975 4.842 -2.540 0.2 -0.4 0.1
H -3.569 3.716 -1.328 0.2 0.0 -0.3
H 4.162 -0.443 0.711 -0.6 0.9 -0.6
H 3.369 1.062 1.295 0.3 0.1 0.1
H 4.927 1.089 0.323 -0.9 -0.1 0.4
H 4.611 -0.544 -1.719 -0.9 1.3 -0.5
H 4.845 1.214 -2.066 -0.6 -0.9 -0.4
H 3.529 0.280 -2.984 0.6 0.3 1.0
H 2.480 2.847 -0.087 -0.1 0.1 0.1
H 2.416 2.747 -1.847 0.4 0.0 -0.1
H 4.022 2.882 -0.946 -0.8 -0.1 -0.3
O -0.873 -1.051 0.551 0.1 -0.2 0.7
C -0.962 -2.225 1.250 -1.5 -0.9 -0.4
C -1.689 -3.215 0.326 0.4 0.3 -0.9
C -1.190 -3.712 -0.886 -1.2 -0.1 0.7
C -2.040 -4.697 -1.442 0.1 0.5 0.8
C -3.120 -4.933 -0.600 0.4 0.0 -1.4
S -3.220 -3.899 0.735 0.6 -0.5 -0.2
C -1.876 -2.012 2.472 0.1 0.3 1.4
C -1.598 -2.213 3.841 0.4 0.3 -1.6
C -2.585 -1.622 4.662 -0.3 -0.1 -0.2
C -3.608 -1.030 3.957 0.0 -0.5 -0.2
S -3.447 -1.258 2.230 0.8 0.6 1.5
C 0.258 -2.940 1.740 0.3 1.6 0.2
C 0.311 -4.309 1.965 2.8 -1.2 2.2
C 1.393 -4.596 2.911 -2.5 -0.6 -2.1
C 2.103 -3.484 3.276 -0.3 0.8 -0.7
S 1.580 -2.030 2.465 -0.6 -0.7 0.4
H -0.288 -3.375 -1.345 0.4 0.1 -0.2
H -1.838 -5.157 -2.406 -0.2 -0.2 0.4
H -3.883 -5.657 -0.808 -0.4 -0.1 0.1
H -0.696 -2.759 4.191 -0.8 0.7 -0.1
H -2.545 -1.638 5.743 -0.1 0.0 -0.1
H -4.476 -0.528 4.408 0.4 -0.3 -0.5
H -0.283 -5.080 1.479 -0.1 0.4 0.3
H 1.571 -5.603 3.255 0.2 0.0 0.2
H 2.894 -3.467 3.991 0.5 0.2 0.3
```
Positions in Å, forces in eV/Å.

From a Löwdin analysis of the wavefunction, the atomic charges in e read: atom 1 (Pt): 0.992, atom 2 (O): 0.095, atom 3 (C): -0.448, atom 4 (O): 0.099, atom 5 (C): -0.106, atom 6 (O): -0.161, atom 7 (C): -0.074, atom 8 (C): -0.577, atom 9 (O): 0.093, atom 10 (O): -0.279, atom 11 (H): 0.129, atom 12 (H): 0.142, atom 13 (H): 0.149, atom 14 (H): 0.106, atom 15 (H): 0.143, atom 16 (C): -0.217, atom 17 (P): 0.822, atom 18 (C): -0.371, atom 19 (N): 0.151, atom 20 (C): -0.137, atom 21 (C): -0.009, atom 22 (C): -0.045, atom 23 (C): -0.033, atom 24 (C): -0.019, atom 25 (C): -0.200, atom 26 (N): 0.157, atom 27 (C): -0.397, atom 28 (P): 0.857, atom 29 (C): -0.220, atom 30 (C): -0.660, atom 31 (C): -0.085, atom 32 (C): -0.084, atom 33 (C): -0.095, atom 34 (C): -0.733, atom 35 (C): -0.105, atom 36 (C): -0.100, atom 37 (C): -0.076, atom 38 (H): 0.083, atom 39 (H): 0.016, atom 40 (H): -0.008, atom 41 (H): 0.107, atom 42 (H): 0.109, atom 43 (H): 0.131, atom 44 (H): 0.116, atom 45 (H): 0.059, atom 46 (H): 0.059, atom 47 (H): 0.017, atom 48 (H): 0.071, atom 49 (H): 0.107, atom 50 (H): 0.087, atom 51 (H): 0.076, atom 52 (H): 0.066, atom 53 (H): 0.107, atom 54 (H): 0.081, atom 55 (H): 0.103, atom 56 (H): 0.082, atom 57 (H): 0.089, atom 58 (H): 0.070, atom 59 (H): 0.115, atom 60 (H): 0.107, atom 61 (H): 0.103, atom 62 (H): 0.087, atom 63 (H): 0.058, atom 64 (H): 0.068, atom 65 (H): 0.109, atom 66 (O): -0.083, atom 67 (C): -0.612, atom 68 (C): -0.445, atom 69 (C): -0.072, atom 70 (C): -0.108, atom 71 (C): -0.340, atom 72 (S): 1.106, atom 73 (C): -0.456, atom 74 (C): -0.074, atom 75 (C): -0.151, atom 76 (C): -0.318, atom 77 (S): 1.046, atom 78 (C): -0.375, atom 79 (C): 0.030, atom 80 (C): -0.054, atom 81 (C): -0.240, atom 82 (S): 1.135, atom 83 (H): 0.097, atom 84 (H): 0.124, atom 85 (H): 0.086, atom 86 (H): 0.123, atom 87 (H): 0.123, atom 88 (H): 0.101, atom 89 (H): 0.146, atom 90 (H): 0.130, atom 91 (H): 0.102